No. 1
82
Properties=species:S:1:pos:R:3 method="wB97M-V/def2-TZVPD" homo_lumo_gap_ev="4.806 / 4.912" charge=+2 spin_multiplicity=1 lumo_ev="-7.397 / -7.291" homo_ev="-12.203 / -12.203"
C -1.712 -3.377 3.192
C -0.786 -3.683 2.138
C 0.350 -2.812 2.282
H -0.878 -4.492 1.419
C 0.125 -1.977 3.424
C -1.144 -2.318 3.982
H -1.559 -1.921 4.903
H -2.616 -3.934 3.431
H 1.250 -2.828 1.673
H 0.827 -1.253 3.825
Ti -1.528 -1.612 1.891
Si 1.835 2.376 -1.740
C 1.948 2.332 -3.603
C 1.676 3.510 -4.324
H 1.212 4.369 -3.829
C 2.046 3.604 -5.671
H 1.926 4.553 -6.210
C 2.563 2.482 -6.331
H 2.828 2.544 -7.386
C 2.696 1.263 -5.652
H 2.968 0.354 -6.191
C 2.480 1.217 -4.273
H 2.720 0.305 -3.721
C 3.064 3.693 -1.288
C 4.288 3.707 -1.989
H 4.394 3.149 -2.925
C 5.372 4.443 -1.502
H 6.359 4.353 -1.972
C 5.182 5.294 -0.402
H 6.027 5.863 -0.004
C 3.912 5.412 0.189
H 3.760 6.117 1.013
C 2.847 4.623 -0.261
H 1.842 4.722 0.160
H 2.604 1.189 -1.362
Si -0.262 -0.282 0.082
C 1.293 0.239 1.004
C 2.544 -0.289 0.621
H 2.662 -0.800 -0.340
C 3.654 -0.147 1.458
H 4.617 -0.556 1.153
C 3.537 0.531 2.674
H 4.389 0.600 3.353
C 2.319 1.124 3.020
H 2.235 1.692 3.946
C 1.213 1.014 2.175
H 0.276 1.514 2.437
C 0.141 -1.222 -1.480
C 0.483 -2.585 -1.341
H 0.344 -3.094 -0.381
C 1.002 -3.304 -2.419
H 1.272 -4.352 -2.272
C 1.171 -2.681 -3.661
H 1.618 -3.232 -4.493
C 0.730 -1.365 -3.831
H 0.817 -0.898 -4.812
C 0.212 -0.638 -2.754
H -0.117 0.395 -2.890
H 0.499 2.306 -1.042
Cl -1.820 1.062 -0.061
C -3.981 0.762 4.599
C -2.883 0.405 3.820
N -3.019 -0.464 2.789
C -4.249 -0.948 2.426
C -5.394 -0.618 3.194
C -5.234 0.250 4.289
C -6.617 -1.292 2.874
C -6.678 -2.267 1.905
C -5.523 -2.649 1.145
C -5.488 -3.743 0.261
C -4.301 -4.094 -0.366
C -3.143 -3.362 -0.114
N -3.146 -2.356 0.796
C -4.314 -1.951 1.393
H -3.813 1.422 5.447
H -1.880 0.800 4.007
H -6.103 0.483 4.897
H -7.498 -1.038 3.468
H -7.607 -2.812 1.716
H -6.401 -4.313 0.102
H -4.232 -4.941 -1.046
H -2.203 -3.569 -0.632



No. 2
85
Properties=species:S:1:pos:R:3 method="wB97M-V/def2-TZVPD" homo_lumo_gap_ev=4.942 charge=-2 spin_multiplicity=1 lumo_ev=4.065 homo_ev=-0.878
Li 0.479 -0.173 -0.055
O 1.796 -0.319 1.269
C 1.558 -0.140 2.567
C 0.092 -0.469 2.894
C -0.891 0.442 2.182
C -1.350 1.533 2.910
C -2.044 2.541 2.252
C -2.349 2.499 0.944
C -2.134 1.173 0.200
C -1.554 0.467 -2.110
C -0.136 0.363 -2.691
O 0.603 -0.395 -1.862
C -0.095 -0.237 -4.187
C -1.106 -0.056 -5.154
C -0.905 -0.594 -6.441
C 0.269 -1.271 -6.754
C 1.193 -1.602 -5.765
C 0.988 -1.106 -4.475
C 0.483 1.761 -2.874
C -0.229 2.824 -3.366
C 0.405 3.993 -3.743
C 1.796 4.133 -3.590
C 2.498 3.036 -3.086
C 1.858 1.876 -2.712
N -1.310 0.222 0.927
C 1.779 1.323 3.078
C 2.093 2.281 2.182
C 2.308 3.593 2.575
C 2.263 3.982 3.928
C 2.167 2.962 4.848
C 1.959 1.674 4.438
C 2.528 -1.004 3.461
C 2.385 -1.481 4.754
C 3.413 -2.056 5.470
C 4.590 -2.344 4.839
C 4.741 -1.953 3.558
C 3.693 -1.370 2.856
H -0.095 -0.454 3.947
H -0.097 -1.504 2.524
H -1.004 1.716 3.877
H -2.118 3.457 2.810
H -2.904 3.206 0.422
H -2.280 0.724 -2.861
H -1.837 -0.450 -1.683
H -1.946 0.530 -5.032
H -1.673 -0.384 -7.186
H 0.325 -1.651 -7.780
H 2.063 -2.148 -6.055
H 1.688 -1.356 -3.642
H -1.335 2.734 -3.417
H -0.185 4.804 -4.149
H 2.370 5.049 -3.937
H 3.590 3.119 -2.860
H 2.402 1.047 -2.284
H 2.125 1.893 1.174
H 2.569 4.271 1.775
H 2.302 5.043 4.200
H 2.192 3.123 5.894
H 1.738 0.963 5.212
H 1.466 -1.448 5.323
H 3.175 -2.351 6.495
H 5.423 -2.858 5.318
H 5.659 -2.051 3.000
H 3.688 -1.064 1.779
C -2.700 -2.936 -2.680
C -2.551 -3.548 -1.306
C -3.455 -3.273 -0.288
C -3.261 -3.772 1.017
C -2.090 -4.513 1.153
Br -1.748 -5.226 2.868
N -1.193 -4.815 0.215
C -1.421 -4.306 -0.978
H -3.285 -2.036 -2.620
H -3.196 -3.626 -3.311
H -1.684 -2.755 -3.073
H -4.309 -2.619 -0.490
H -3.952 -3.601 1.805
H -0.659 -4.418 -1.698
C -4.006 -0.288 1.111
C -3.562 0.584 -0.054
O -4.308 0.923 -0.898
O -1.539 1.474 -1.121
H -5.088 -0.475 1.074
H -3.770 0.268 2.022
H -3.356 -1.113 1.122



No. 3
90
Properties=species:S:1:pos:R:3 method="wB97M-V/def2-TZVPD" homo_lumo_gap_ev=7.426 charge=+1 spin_multiplicity=1 lumo_ev=-2.731 homo_ev=-10.157
C -4.831 3.713 2.224
H -4.549 4.640 1.823
H -4.158 3.276 2.880
H -5.932 3.780 2.466
O -5.063 2.910 0.977
C -3.761 2.747 0.469
C -2.521 3.280 0.942
C -1.367 3.047 -0.174
C -1.448 2.303 -1.292
C -2.735 1.653 -1.558
C -3.594 1.974 -0.798
H -4.689 1.643 -1.126
H -2.999 1.110 -2.506
C -0.172 1.999 -2.138
N 0.887 1.611 -1.591
C 1.408 0.333 -1.258
N 2.481 0.244 -0.742
C 2.966 1.616 -0.480
C 4.238 2.088 -0.215
C 4.298 3.539 0.110
C 3.102 4.413 -0.440
C 2.114 3.863 -0.743
C 2.035 2.403 -0.966
H 1.273 4.457 -1.037
C 3.274 5.905 -0.541
O 2.292 6.471 -0.629
O 4.168 6.263 0.274
H 4.483 7.225 0.179
H 5.112 4.065 0.517
H 5.001 1.514 0.240
C 3.527 -0.837 -0.552
H 2.872 -1.688 -0.891
C 3.775 -0.952 1.035
H 4.549 -1.428 1.185
H 3.826 0.116 1.461
C 2.861 -1.683 1.851
N 1.384 -1.929 1.044
C 1.329 -3.211 0.781
C 2.140 -4.125 0.135
C 1.698 -5.121 -0.466
C 0.132 -5.406 -0.627
C -0.561 -4.233 -0.119
C -0.191 -3.124 0.376
N -0.885 -2.055 0.895
C 0.232 -1.243 1.286
C -0.162 -0.249 1.963
C 0.734 0.845 2.156
C 0.357 1.963 2.815
C -0.706 2.255 3.211
C -1.624 1.330 3.261
C -1.343 0.052 2.464
H -2.047 -0.756 2.338
O -2.908 1.331 3.612
C -3.986 0.406 3.784
H -3.655 -0.581 4.254
H -4.056 0.216 2.793
H -4.866 0.949 4.186
O -1.040 3.443 4.076
H -1.847 3.248 4.389
H 1.268 2.691 3.093
H 1.708 0.831 1.588
H -1.760 -4.452 -0.431
C -0.363 -6.513 -1.594
F 0.264 -6.499 -2.573
F -0.206 -7.666 -0.798
F -1.726 -6.490 -1.711
H 2.092 -6.036 -0.811
H 3.304 -4.185 0.379
H 3.028 -2.477 2.381
H 2.601 -1.195 3.101
H 4.539 -0.841 -0.961
C 0.726 -0.932 -1.894
C -0.680 -0.918 -1.831
C -1.152 -1.989 -2.682
C -0.782 -3.023 -3.224
C 0.746 -2.891 -3.477
C 1.485 -1.691 -2.805
H 2.478 -1.656 -2.985
H 1.292 -3.677 -4.220
O -1.186 -4.040 -3.771
C -2.539 -4.133 -3.774
H -2.853 -5.160 -4.464
H -2.919 -4.380 -2.638
H -3.167 -3.411 -4.173
H -2.340 -2.289 -2.524
H -1.100 -0.270 -1.265
H 0.043 2.960 -2.724
H -0.846 1.327 -2.893
H -0.450 3.385 0.446
H -2.354 3.997 1.672



No. 4
86
Properties=species:S:1:pos:R:3 method="wB97M-V/def2-TZVPD" homo_lumo_gap_ev="6.535 / 6.522" charge=-1 spin_multiplicity=6 lumo_ev="2.592 / 2.589" homo_ev="-3.943 / -3.933"
Fe 0.260 0.864 -0.521
O 1.126 -0.611 -1.266
C 1.993 -1.562 -0.758
C 2.631 -0.990 0.549
C 1.626 -0.879 1.662
C 1.606 -1.797 2.706
C 0.650 -1.670 3.699
C -0.291 -0.657 3.603
C -0.252 0.196 2.511
C -1.345 1.182 2.232
C -2.260 0.623 1.099
O -1.456 0.182 0.072
C -3.219 1.700 0.581
C -3.492 2.888 1.241
C -4.355 3.826 0.684
C -4.950 3.586 -0.543
C -4.681 2.396 -1.211
C -3.829 1.462 -0.649
C -3.082 -0.539 1.683
C -4.281 -0.327 2.360
C -4.977 -1.387 2.924
C -4.484 -2.681 2.823
C -3.288 -2.901 2.156
C -2.597 -1.838 1.593
N 0.714 0.098 1.582
C 1.278 -2.879 -0.455
C 2.003 -4.034 -0.172
C 1.353 -5.223 0.117
C -0.036 -5.275 0.114
C -0.761 -4.130 -0.177
C -0.107 -2.936 -0.460
C 3.064 -1.832 -1.825
C 4.417 -1.579 -1.664
C 5.309 -1.789 -2.713
C 4.854 -2.255 -3.933
C 3.497 -2.511 -4.103
C 2.616 -2.300 -3.060
H 2.994 0.008 0.289
H 3.462 -1.611 0.885
H 2.329 -2.601 2.718
H 0.624 -2.365 4.530
H -1.071 -0.539 4.344
H -0.919 2.098 1.835
H -1.911 1.399 3.139
H -3.018 3.114 2.187
H -4.544 4.756 1.206
H -5.610 4.323 -0.985
H -5.120 2.208 -2.182
H -3.586 0.549 -1.177
H -4.683 0.675 2.437
H -5.914 -1.202 3.436
H -5.031 -3.510 3.257
H -2.884 -3.903 2.074
H -1.665 -2.004 1.074
H 3.087 -4.005 -0.187
H 1.930 -6.114 0.333
H -0.547 -6.206 0.328
H -1.844 -4.159 -0.188
H -0.665 -2.039 -0.700
H 4.799 -1.192 -0.729
H 6.361 -1.574 -2.570
H 5.547 -2.409 -4.751
H 3.128 -2.868 -5.057
H 1.555 -2.471 -3.197
Cl -2.317 3.624 -3.818
C -1.500 4.011 -2.279
C -0.931 2.806 -1.552
O -0.590 1.768 -2.185
O -0.776 2.929 -0.323
H -2.218 4.506 -1.632
H -0.676 4.684 -2.505
C 1.814 3.115 1.786
C 2.263 3.107 0.364
C 3.038 4.062 -0.247
C 3.204 3.646 -1.592
C 2.539 2.449 -1.726
C 2.468 1.638 -2.982
N 1.949 2.095 -0.521
H 2.324 3.915 2.324
H 2.031 2.171 2.291
H 0.743 3.307 1.857
H 3.442 4.946 0.225
H 3.763 4.142 -2.371
H 3.074 2.129 -3.745
H 1.448 1.544 -3.358
H 2.851 0.629 -2.840



no.,E (eV)
1,-97445.9650
2,-124519.2255
3,-69462.6465
4,-101202.7484